A 3-piece molecular cluster, C5H13O3 overall, computed with ωB97M-V/def2-TZVPD.

Element x y z (Å)
C  -0.890  -0.766  -0.609
O  -0.969  -1.059  -1.855
C  0.120  -1.716  0.243
C  1.333  -0.962  0.682
C  1.492  -0.453  2.075
C  2.353  0.217  2.804
H  -1.911  -0.901  -0.235
H  -0.521  0.328  -0.184
H  -0.543  -1.855  1.074
H  0.599  -2.531  -0.240
H  1.414  -0.001  0.029
H  2.234  -1.639  0.637
H  0.470  -0.289  2.690
H  3.380  0.086  2.490
H  2.121  0.568  3.796
H  -1.438  2.861  -2.197
H  -0.874  3.366  -0.725
O  -1.034  3.602  -1.686
H  -2.144  -0.127  -2.374
H  -2.357  0.585  -3.596
O  -2.837  0.686  -2.819

## Properties
total charge = -1
energy = -11535.7654 eV
energy above the lowest of the compared OMol25 structures with the same formula, charge and spin = 64.0 kcal/mol
orbital gap = 7.25 eV